# 1
The following is a DFT calculation (ωB97M-V/def2-TZVPD) of a 2-piece molecular cluster, C16H33BClN2O5 overall.

Bonds (Å) are listed after each position.
Element x y z (Å)
1 C 3.3666 1.2472 2.0968  C2 1.529, H21 1.093, H22 1.091, H23 1.094
2 C 2.9351 0.0036 1.3194  C1 1.529, N3 1.466, H24 1.104, H25 1.093
3 N 3.0653 -1.2150 2.1237  C2 1.466, C4 1.495, C18 1.421
4 C 2.6453 -2.4246 1.3525  N3 1.495, C5 1.540, H26 1.096, H27 1.098
5 C 1.4004 -3.1197 1.9346  C4 1.540, B6 1.609, H28 1.096, H29 1.095
6 B 0.2096 -2.9632 0.8636  C5 1.609, O7 1.491, O17 1.527, H30 1.247
7 O -1.1302 -3.5021 1.2342  B6 1.491, C8 1.392
8 C -1.9925 -2.8096 0.3891  O7 1.392, C9 1.552, H31 1.097, H32 1.103
9 C -1.4400 -1.3600 0.3399  C8 1.552, C10 1.550, C13 1.547, O17 1.396
10 C -2.1942 -0.4189 1.3131  C9 1.550, C11 1.535, H33 1.099, H34 1.097
11 C -1.2980 0.6570 1.9410  C10 1.535, N12 1.467, H35 1.096, H36 1.097
12 N -0.5098 0.2188 3.0976  C11 1.467, H37 1.015, H38 1.015
13 C -1.5346 -0.7191 -1.0654  C9 1.547, C14 1.505, H39 1.089, H40 1.097
14 C -0.4396 -1.1662 -1.9960  C13 1.505, O15 1.174, Cl16 1.840
15 O -0.2653 -2.2029 -2.5181  C14 1.174
16 Cl 0.7527 0.1938 -2.3329  C14 1.840
17 O -0.1018 -1.4755 0.7208  B6 1.527, C9 1.396
18 C 4.3672 -1.4026 2.6615  N3 1.421, C19 1.525, O20 1.197
19 C 5.5687 -1.3131 1.7261  C18 1.525, H41 1.092, H42 1.091, H43 1.090
20 O 4.5420 -1.6674 3.8159  C18 1.197
21 H 3.2166 1.0784 3.1662  C1 1.093
22 H 2.7648 2.1121 1.8125  C1 1.091
23 H 4.4208 1.4918 1.9381  C1 1.094
24 H 3.4889 -0.0680 0.3676  C2 1.104
25 H 1.8787 0.0669 1.0469  C2 1.093
26 H 2.4254 -2.0887 0.3329  C4 1.096
27 H 3.4901 -3.1204 1.2590  C4 1.098
28 H 1.1603 -2.6137 2.8765  C5 1.096
29 H 1.6158 -4.1679 2.1690  C5 1.095
30 H 0.5457 -3.4432 -0.2369  B6 1.247
31 H -3.0091 -2.8298 0.8019  C8 1.097
32 H -1.9992 -3.2387 -0.6270  C8 1.103
33 H -3.0188 0.0734 0.7784  C10 1.099
34 H -2.6509 -1.0153 2.1123  C10 1.097
35 H -0.5940 1.0144 1.1810  C11 1.096
36 H -1.9137 1.5150 2.2364  C11 1.097
37 H -1.0111 -0.5202 3.5805  N12 1.015
38 H 0.3258 -0.2379 2.7460  N12 1.015
39 H -1.4753 0.3626 -0.9516  C13 1.089
40 H -2.4819 -0.9640 -1.5609  C13 1.097
41 H 5.9743 -2.3200 1.6074  C19 1.092
42 H 6.3358 -0.6933 2.1919  C19 1.091
43 H 5.3216 -0.9236 0.7389  C19 1.090
44 C -3.1783 4.8227 -2.7794  C45 1.520, H49 1.091, H50 1.091, H51 1.091
45 C -2.7569 3.5633 -2.0408  C44 1.520, O46 1.415, H52 1.090, H53 1.096
46 O -3.5182 2.4176 -2.3724  C45 1.415, C47 1.418
47 C -3.4857 2.0164 -3.7319  O46 1.418, C48 1.518, H54 1.098, H55 1.091
48 C -2.0905 1.7522 -4.2688  C47 1.518, H56 1.091, H57 1.091, H58 1.089
49 H -4.2346 5.0343 -2.6061  C44 1.091
50 H -2.5912 5.6707 -2.4233  C44 1.091
51 H -3.0187 4.7394 -3.8556  C44 1.091
52 H -2.9093 3.6939 -0.9690  C45 1.090
53 H -1.6878 3.3738 -2.1897  C45 1.096
54 H -4.0082 2.7448 -4.3654  C47 1.098
55 H -4.0725 1.0972 -3.7539  C47 1.091
56 H -1.4793 2.6556 -4.2959  C48 1.091
57 H -2.1532 1.3634 -5.2864  C48 1.091
58 H -1.5733 1.0244 -3.6459  C48 1.089

## Properties
charge	-1

***

# 2
The following is a DFT calculation (ωB97M-V/def2-TZVPD) of a single C5H8N2O molecule.

Bonds (Å) are listed after each position.
Element x y z (Å)
1 O -1.2333 0.5406 -2.8359  C2 1.237
2 C -0.1275 0.8221 -2.3572  O1 1.237, N3 1.329, H9 1.127
3 N -0.1740 1.2412 -1.0967  C2 1.329, C4 1.413, C8 1.492
4 C -0.8443 0.6068 -0.0274  N3 1.413, C5 1.559, C8 1.543, H10 1.004
5 C -1.0121 -0.8951 0.3552  C4 1.559, N6 1.671, H11 1.073, H12 1.163
6 N -0.1780 -0.7544 1.7964  C5 1.671, C7 1.555, H13 1.116
7 C 1.0404 0.0931 1.3314  N6 1.555, C8 1.569, H14 1.205, H15 1.136
8 C 0.6886 0.4763 -0.1492  N3 1.492, C4 1.543, C7 1.569, H16 1.163
9 H 0.7304 1.2709 -2.9349  C2 1.127
10 H -1.0803 1.2763 0.6831  C4 1.004
11 H -0.4624 -1.4684 -0.3659  C5 1.073
12 H -2.0564 -1.2802 0.6916  C5 1.163
13 H 0.3383 -1.7425 1.7538  N6 1.116
14 H 2.0741 -0.5182 1.4288  C7 1.205
15 H 1.0851 0.8486 2.1788  C7 1.136
16 H 1.2116 -0.5170 -0.4517  C8 1.163

## Properties
charge	0
SMILES	O=CN1[C@H]2CNC[C@@H]21

***

# 3
The following is a DFT calculation (ωB97M-V/def2-TZVPD) of a 2-piece molecular cluster, C9H14 overall.

Bonds (Å) are listed after each position.
Element x y z (Å)
1 C 1.2940 -2.5637 -2.2844  C2 1.548, H8 1.133, H9 1.198, H10 1.132
2 C 0.3632 -1.8246 -1.2924  C1 1.548, C3 1.440, C7 1.363
3 C -0.8496 -1.2177 -1.7772  C2 1.440, C4 1.392, H11 1.071
4 C -1.4684 -0.3215 -0.9097  C3 1.392, C5 1.426, H12 1.064
5 C -0.9501 -0.0861 0.3975  C4 1.426, C6 1.392, H13 1.050
6 C 0.2249 -0.7001 0.8231  C5 1.392, C7 1.398, H14 1.090
7 C 0.9089 -1.5162 -0.0822  C2 1.363, C6 1.398, H15 1.076
8 H 0.7230 -3.1779 -3.0465  C1 1.133
9 H 1.9030 -3.4327 -1.7281  C1 1.198
10 H 2.0267 -1.8324 -2.7411  C1 1.132
11 H -1.3384 -1.5439 -2.6731  C3 1.071
12 H -2.3389 0.1915 -1.2422  C4 1.064
13 H -1.5843 0.4325 1.0542  C5 1.050
14 H 0.5787 -0.6694 1.8531  C6 1.090
15 H 1.7362 -2.0889 0.2994  C7 1.076
16 C 0.1499 3.3556 2.9960  C17 1.699, H18 1.042, H19 1.033, H20 1.029
17 C -0.0307 3.4657 1.3100  C16 1.699, H21 1.154, H22 1.019, H23 1.109
18 H 0.3785 4.2488 3.4809  C16 1.042
19 H -0.6944 2.9284 3.4103  C16 1.033
20 H 1.0174 2.8407 3.2005  C16 1.029
21 H -0.2079 2.3785 0.9652  C17 1.154
22 H 0.7806 3.9633 0.9447  C17 1.019
23 H -0.8325 4.2125 1.1393  C17 1.109

## Properties
charge	0
SMILES	Cc1ccccc1.CC

***

# 4
The following is a DFT calculation (ωB97M-V/def2-TZVPD) of a 8-piece molecular cluster, C18H52N2O8 overall.

Bonds (Å) are listed after each position.
Element x y z (Å)
1 N -0.1130 4.9384 -0.6825  C2 1.291, H5 1.022, H6 1.015
2 C 0.1100 4.2086 0.3583  N1 1.291, N3 1.281, O4 1.405
3 N 0.0861 2.9575 0.0843  C2 1.281, H7 1.016, H8 1.047
4 O 0.1368 4.7742 1.6443  C2 1.405
5 H -0.0833 5.9452 -0.5107  N1 1.022
6 H -0.4816 4.4736 -1.5059  N1 1.015
7 H 0.0187 2.1489 0.6963  N3 1.016
8 H 0.1532 2.6432 -0.9123  N3 1.047
9 C 2.2472 -3.3797 -3.0895  C10 1.520, H13 1.118, H14 1.033, H15 1.048
10 C 1.8589 -1.9106 -3.1412  C9 1.520, C11 1.498, O12 1.223, H16 0.992
11 C 1.1691 -1.4290 -1.9013  C10 1.498, H17 1.083, H18 1.127, H19 1.072
12 O 2.8254 -1.2219 -3.4372  C10 1.223, H20 0.958
13 H 2.5384 -3.6622 -4.1312  C9 1.118
14 H 1.4277 -3.9547 -2.8368  C9 1.033
15 H 3.0479 -3.5270 -2.4294  C9 1.048
16 H 1.3093 -1.8203 -3.9621  C10 0.992
17 H 1.0336 -0.3551 -1.8673  C11 1.083
18 H 1.6580 -1.8820 -0.9924  C11 1.127
19 H 0.1722 -1.7929 -1.7516  C11 1.072
20 H 2.6351 -0.3575 -3.0719  O12 0.958
21 C 3.1983 1.3040 -0.1891  C22 1.538, H25 1.137, H26 1.048, H27 1.082
22 C 3.3479 1.8475 -1.6199  C21 1.538, C23 1.511, O24 1.230, H28 1.082
23 C 4.7873 1.9949 -2.0536  C22 1.511, H29 1.104, H30 1.007, H31 1.123
24 O 2.7611 1.2697 -2.5339  C22 1.230, H32 0.913
25 H 2.1169 1.3799 0.1536  C21 1.137
26 H 3.8845 1.6063 0.5435  C21 1.048
27 H 3.2877 0.2331 -0.0646  C21 1.082
28 H 2.9231 2.8421 -1.6357  C22 1.082
29 H 4.8878 2.2870 -3.1130  C23 1.104
30 H 5.3349 1.1494 -2.0655  C23 1.007
31 H 5.2030 2.7978 -1.3868  C23 1.123
32 H 2.8024 1.7982 -3.2769  O24 0.913
33 C -3.7997 1.0397 -1.7479  C34 1.570, H37 1.070, H38 1.083, H39 1.111
34 C -2.7295 0.1549 -1.0162  C33 1.570, C35 1.547, O36 1.276, H40 1.085
35 C -2.5832 -1.2607 -1.6237  C34 1.547, H41 1.073, H42 1.103, H43 1.126
36 O -1.5738 0.6936 -0.9776  C34 1.276, H44 0.946
37 H -4.6839 0.5386 -2.0819  C33 1.070
38 H -3.4458 1.5204 -2.6519  C33 1.083
39 H -4.0266 1.8465 -1.0192  C33 1.111
40 H -3.0568 -0.1021 -0.0137  C34 1.085
41 H -3.4970 -1.8126 -1.7346  C35 1.073
42 H -1.9880 -1.9467 -0.9982  C35 1.103
43 H -2.0275 -1.1161 -2.5922  C35 1.126
44 H -1.1168 0.3365 -0.2308  O36 0.946
45 C -2.9742 4.3832 2.7855  C46 1.541, H49 1.113, H50 1.146, H51 1.069
46 C -2.7528 2.8671 2.9501  C45 1.541, C47 1.507, O48 1.267, H52 1.096
47 C -3.4122 2.1367 1.8083  C46 1.507, H53 1.062, H54 1.110, H55 1.146
48 O -1.5552 2.4584 3.0143  C46 1.267, H56 0.971
49 H -2.8788 4.6982 1.7219  C45 1.113
50 H -2.3207 5.0574 3.4421  C45 1.146
51 H -3.9974 4.6512 2.9377  C45 1.069
52 H -3.2528 2.5610 3.8760  C46 1.096
53 H -3.3463 1.0778 1.7708  C47 1.062
54 H -2.8036 2.4034 0.9196  C47 1.110
55 H -4.4642 2.4225 1.4561  C47 1.146
56 H -0.9540 3.2208 3.0376  O48 0.971
57 C 0.4746 -5.2098 1.8747  C58 1.571, H61 1.112, H62 1.101, H63 1.132
58 C 0.9163 -4.2578 0.7053  C57 1.571, C59 1.521, O60 1.248, H64 1.106
59 C 2.4053 -3.9489 0.6571  C58 1.521, H65 1.067, H66 1.091, H67 1.122
60 O 0.5986 -4.6642 -0.4307  C58 1.248, H68 0.940
61 H 0.4876 -4.6252 2.8211  C57 1.112
62 H 1.1085 -6.1088 1.9122  C57 1.101
63 H -0.6306 -5.4426 1.7968  C57 1.132
64 H 0.5045 -3.2424 0.8524  C58 1.106
65 H 3.1228 -4.7378 0.6841  C59 1.067
66 H 2.8629 -3.1386 1.2268  C59 1.091
67 H 2.6019 -3.5171 -0.3591  C59 1.122
68 H 1.0747 -5.4341 -0.6824  O60 0.940
69 C 0.7317 -0.1451 1.6120  O70 1.395, H71 1.098, H72 1.127, H73 1.107
70 O -0.4652 0.5121 1.3284  C69 1.395, H74 0.934
71 H 1.2483 -0.4468 0.6917  C69 1.098
72 H 0.6081 -0.9004 2.4399  C69 1.127
73 H 1.3055 0.6501 2.1251  C69 1.107
74 H -0.8819 0.6369 2.1553  O70 0.934
75 C -2.6964 -1.5259 2.6416  O76 1.405, H77 1.059, H78 1.064, H79 1.104
76 O -1.5483 -2.3101 2.8446  C75 1.405, H80 0.951
77 H -2.5983 -0.5343 3.0014  C75 1.059
78 H -3.3916 -1.8573 3.3755  C75 1.064
79 H -3.1369 -1.6544 1.6374  C75 1.104
80 H -1.7459 -3.2339 2.7387  O76 0.951

## Properties
charge	0
SMILES	NC(N)=O.CC(C)O.CC(C)O.CC(C)O.CC(C)O.CC(C)O.CO.CO

***

Max |F| across the listed records, respectively: 0.01328 0.11107 0.09881 0.23574 Eh/bohr.
Orbital gap across the listed records, respectively: 7.30 9.72 10.04 9.31 eV.
Energy across the listed records, respectively: -1600.3020 -379.8220 -351.2691 -1428.1388 hartree.